[1]
Computed, not measured: a cluster of 2 separate species, C7H7N in total at a distorted geometry, with ωB97M-V/def2-TZVPD.

```
15
Properties=species:S:1:pos:R:3:forces:R:3:lowdin_charge:R:1
C 1.0505 -1.1047 -0.0217 -0.8874 3.6615 -0.3431 -0.10
C 2.4271 -1.3396 0.0870 -0.0796 2.9050 0.1184 -0.08
C 3.2355 -0.1614 0.0054 -0.4510 -0.7663 -0.4842 -0.07
C 2.6624 1.1247 0.0355 -0.5549 -3.2670 0.5517 -0.11
C 1.3079 1.3123 0.1281 -3.3923 -2.1926 -2.7313 -0.14
C -6.2737 0.0419 -0.0317 0.9413 -0.5396 -0.7209 -0.03
C -5.0791 -0.1378 0.1247 -0.5486 1.3925 0.9696 -0.03
H 0.3058 -1.8554 -0.1799 -0.1239 -0.5360 0.1478 0.08
H 2.9997 -2.2428 0.2406 -0.7447 -0.4903 -0.3566 0.09
H 4.2882 -0.3991 -0.2610 -0.5889 0.8889 0.6947 0.11
H 3.1658 1.9866 -0.0519 2.4980 2.7192 -0.2509 0.05
H 0.8428 2.3452 -0.0807 0.7123 -1.7314 0.9318 0.13
H -7.2896 0.1174 -0.4090 0.6754 -0.0972 0.4858 0.02
H -4.0746 0.0883 0.5299 -1.0498 -0.7551 -0.7401 0.04
N 0.4312 0.2244 -0.1154 3.5940 -1.1916 1.7273 0.04
```
Positions in Å, forces in eV/Å.

Output
Orbital gap (eV): 10.337
E_tot (eV): -8858.4283
Total charge: 0
SMILES: c1ccncc1.C#C


[2]
Computed, not measured: a structure of composition ClHgO4SbSe4 at a distorted geometry, with ωB97M-V/def2-TZVPD.

```
11
Properties=species:S:1:pos:R:3:forces:R:3:mulliken_spin:R:1
Hg 0.1892 0.2089 0.3669 -0.0010 0.8031 0.4206 0.00
O 1.9774 3.3321 3.0754 -1.6409 -2.1517 -1.8524 0.00
Cl 1.1227 2.1656 2.7007 0.0069 1.9250 4.0567 0.00
O 0.0774 2.0562 3.7359 1.4546 -0.3939 -1.6725 0.00
O 1.9419 0.9653 2.6154 -0.8003 0.4895 -0.6228 0.00
O 0.3772 2.3678 1.4026 0.7595 -0.9750 -0.6544 0.00
Se -2.3242 -4.1361 -3.2940 0.4681 -0.3334 0.4514 0.53
Sb -1.0586 -2.1617 -2.5838 -1.7977 1.1692 -0.6760 -0.05
Se -2.5140 -0.2860 -3.1528 0.3440 0.1931 1.0710 -0.01
Se 0.1278 -2.3737 -4.6385 1.0938 -0.6047 -0.4743 0.54
Se 0.0831 -2.1384 -0.2277 0.1129 -0.1212 -0.0472 -0.01
```
Positions in Å, forces in eV/Å.

Output
Orbital gap (spin up / spin down) (eV): 5.158 / 5.101
2S+1: 2
E_tot (eV): -292804.2887
Total charge: -1
⟨S²⟩: 0.761


[3]
Computed, not measured: a cluster of 2 separate species, C7H13N in total at a distorted geometry, with ωB97M-V/def2-TZVPD.

```
21
Properties=species:S:1:pos:R:3:forces:R:3:lowdin_charge:R:1
C 0.3353 -1.1515 -1.7808 0.0408 -0.9105 -0.5829 -0.31
C 1.1223 -0.1985 -0.9302 1.1023 0.9476 0.5833 -0.23
C 0.7018 1.3303 -0.9941 -3.4808 -3.4811 0.4868 -0.13
C -1.2359 -1.0670 2.7906 0.6129 2.5690 -1.5952 0.09
C -0.6107 0.0066 2.1171 2.4211 -3.6424 4.2283 -0.26
C -0.7760 0.8087 1.1212 -1.6063 1.0718 -1.8991 -0.11
C 0.0702 1.7411 0.4158 2.5490 -0.0239 -0.2530 -0.22
N -1.0664 -0.8839 -1.5711 -1.0972 -1.4019 -2.4230 -0.01
H 0.6640 -2.2378 -1.6034 -0.5390 1.2713 0.1939 0.12
H 0.6702 -0.9946 -2.8396 -0.6806 0.1491 0.5582 0.11
H 1.2626 -0.4626 0.1093 -1.1448 -0.4094 0.6612 0.08
H 2.1676 -0.3540 -1.1354 0.6920 0.4056 -1.0652 0.10
H -0.1296 1.4158 -1.7720 1.4556 0.1773 0.8137 0.12
H 1.5622 1.8599 -1.1841 1.4949 1.7502 -0.4724 0.06
H -0.7582 -1.4655 3.6569 0.3264 -0.2954 0.2601 0.04
H -2.2190 -1.4707 2.5311 0.3720 0.2009 -0.3416 0.07
H 0.9550 0.0547 2.8295 -2.4869 0.0460 -0.9310 0.15
H 1.0052 1.9536 1.0587 -1.2628 -0.0415 -0.4842 0.13
H -0.5141 2.6155 0.2110 -0.0480 0.8336 0.1661 0.09
H -1.3780 -0.4003 -0.7817 -0.2551 0.6224 1.1899 0.01
H -1.8285 -1.0998 -2.2489 1.5347 0.1613 0.9061 0.10
```
Positions in Å, forces in eV/Å.

Output
Orbital gap (eV): 5.598
E_tot (eV): -8952.0541
Total charge: 0